Here is a molecular structure, CoH3O3 at a distorted geometry from OMol25. Energies are from the ωB97M-V functional and the def2-TZVPD basis.

```
! wB97M-V def2-TZVPD RIJCOSX def2/J DEFGRID3
* xyz 0 5
O -0.60410 1.13158 -0.82125
Co 1.22703 0.43607 0.07539
O -0.51703 1.04345 0.63504
H -0.62675 -1.22750 0.38416
O 0.37570 -1.34249 0.13414
H 0.70893 -2.12807 0.57708
H -0.56379 2.08697 -0.98456
*
```

Output
LUMO level (spin up / spin down): 0.0129 / -0.0068 hartree
orbital gap (spin up / spin down): 6.73 / 9.49 eV
ΔE to the lowest compared entry with this formula, charge and spin: 0.00 kcal/mol
<S²>: 6.005

Results of the Löwdin charge analysis, in e, for atoms 1 through 5: -0.25, 0.58, -0.44, 0.14, -0.18